[1]
88
Properties=species:S:1:pos:R:3 method="wB97M-V/def2-TZVPD" total_energy_ha=-2306.3661 smiles="O=C1C=C(O)C(=O)C=C1O.O=C1C=C(O)C(=O)C=C1O.CN(C)C=O.CN(C)C=O.CN(C)C=O.CN(C)C=O.CN(C)C=O" homo_energy_ev=-8.63 homo_lumo_gap_ev=7.2 charge=0 lumo_energy_ev=-1.4127
C -1.996 5.002 -3.303
C -0.815 -2.148 -6.230
C -2.099 -3.629 -1.627
O -0.781 -5.568 1.239
O -1.987 -0.142 -5.617
C -3.766 -4.844 3.359
C -1.517 -3.904 -0.426
H -3.095 -1.607 2.750
H 4.048 3.458 0.920
H -1.647 3.978 -3.178
H -0.105 2.786 1.167
N 3.646 5.317 1.539
C 3.025 6.354 2.386
O -2.792 -4.394 -3.747
C -1.194 -0.972 -5.355
H 4.761 0.559 3.819
H 4.400 -1.620 3.616
H -2.808 5.047 -4.030
H -3.082 -5.601 3.772
N -3.000 -3.677 3.261
O 3.804 3.439 2.953
O -4.876 -5.002 2.760
H 4.477 6.653 0.228
H 3.217 -2.527 4.470
O -1.165 -0.631 -0.789
H 0.406 2.828 -0.466
H 3.727 7.166 2.570
H 1.776 -2.360 -2.552
H -4.526 -2.455 2.690
H 2.606 5.868 3.268
H -1.196 -2.144 -0.007
H -1.733 -1.296 -7.650
H 3.173 0.964 3.105
H -0.436 1.145 -1.533
O -1.305 -2.949 0.504
H -1.636 -2.686 4.597
O 1.729 -3.737 -4.392
H 2.167 6.641 1.778
O -1.569 -6.909 -3.154
C -0.492 0.424 -0.703
H -0.137 5.491 -1.605
H -3.390 -2.758 1.421
H -1.026 4.291 -0.645
H -0.739 -0.135 -3.377
C 3.719 0.799 4.034
C -1.043 5.312 -1.026
C 0.839 -3.008 -4.593
C -1.573 -5.950 -2.284
H 4.534 5.186 -0.513
C 0.319 -0.099 1.595
N 3.134 -0.374 4.586
H 0.172 -3.869 -6.535
C 3.932 4.026 1.856
C -1.092 -5.251 0.068
H -0.227 -1.042 1.641
H 3.613 1.631 4.730
C -0.491 -0.932 -4.062
H -1.325 -4.352 4.315
H -0.616 -7.176 -0.919
H 1.358 -0.386 1.754
C -2.228 -4.640 -2.693
H 2.765 -1.784 2.950
O -3.587 6.812 -0.669
H -1.031 5.977 -0.162
C 3.857 5.763 0.118
C 3.339 -1.629 3.864
H 0.065 0.179 2.618
H 1.942 0.739 5.822
H -0.942 -3.113 3.103
H -1.186 5.411 -3.907
C -1.688 -3.450 3.822
N 0.144 0.798 0.448
O 1.218 -1.585 -2.653
C 0.577 2.297 0.471
C -1.064 -6.199 -1.015
C 2.235 -0.291 5.567
O 1.746 -1.252 6.112
N -2.170 5.599 -1.987
H -2.148 -6.639 -3.870
H -3.843 6.379 -2.686
C 0.107 -3.070 -5.812
C -3.463 -2.601 2.497
C 0.459 -1.769 -3.721
H -2.406 -2.625 -1.880
H 1.591 2.214 0.861
O -1.270 -2.121 -7.486
H 2.926 6.011 -0.392
C -3.253 6.359 -1.756

---

[2]
83
Properties=species:S:1:pos:R:3 method="wB97M-V/def2-TZVPD" total_energy_ha=-2012.2706 smiles="C=CC[C@@H](CNC)OC=O.O=C1CCCO1.O=C1CCCO1.O=C1CCCO1.O=C1CCCO1.O=C1CCCO1" homo_energy_ev=-8.32 homo_lumo_gap_ev=8.8 charge=0 lumo_energy_ev=0.4921
H 0.306 -2.393 -2.184
C -3.699 2.977 0.677
C 0.599 0.505 -1.043
C -2.338 1.718 -2.679
C 5.265 -2.674 1.901
C 1.060 3.753 -1.945
H 2.415 -3.960 2.983
H 8.223 5.666 0.094
C 0.090 2.980 -1.101
H 0.483 2.844 -0.092
H -3.849 2.907 -0.396
O 6.664 2.814 0.625
O -1.606 1.263 -1.644
H -3.392 0.699 3.056
C 5.623 3.591 0.238
H 5.683 -1.672 1.958
C 2.729 -0.660 -1.428
H -3.689 2.394 3.481
H 5.860 5.626 0.798
C -7.105 -3.210 -0.480
O -3.943 -3.691 -1.635
H 0.108 1.617 -2.773
C 3.389 -3.996 2.502
H 0.041 -4.641 -0.636
H -6.865 -4.938 0.842
C -2.104 2.124 2.093
H -3.985 3.975 1.019
O -3.395 2.261 -2.559
H 0.218 -0.461 -1.375
H 2.488 1.311 -0.899
H 2.946 4.688 -2.119
O -1.986 -4.247 -0.719
O -1.010 1.923 2.540
C 2.170 4.291 -1.479
H 3.681 -0.581 -0.905
C -6.959 -3.856 0.894
H 2.343 4.333 -0.411
C 6.122 4.995 -0.053
O -7.803 -1.972 -0.238
C 7.629 4.801 -0.192
H 0.441 0.588 0.042
H -2.011 -1.590 -1.950
O -2.293 2.801 0.942
H -2.206 -2.574 -3.414
C 7.869 3.594 0.710
H 7.875 4.545 -1.223
O 2.431 -3.708 0.263
H 8.699 2.967 0.394
H -5.413 2.119 1.736
C -8.494 -2.034 0.923
H 0.803 3.856 -2.997
C -0.618 -3.791 -0.781
H -0.850 3.532 -1.029
H -8.097 -3.213 2.675
H -0.255 -3.901 -2.902
H -7.709 -3.817 -1.158
C -4.388 1.873 1.472
H 3.730 -5.033 2.472
H -1.901 1.466 -3.662
C -2.754 -3.547 -1.578
O -9.207 -1.147 1.292
H 2.150 -1.463 -0.964
H -6.154 -2.988 -0.953
C 3.287 -3.498 1.074
C -0.203 1.605 -1.721
N 1.997 0.605 -1.430
C -8.216 -3.362 1.605
H -9.075 -4.013 1.433
C -0.482 -3.141 -2.153
O 4.353 -2.717 0.791
C 4.424 -3.056 3.116
H 5.637 5.386 -0.943
H 3.923 -2.169 3.506
H 5.013 -3.493 3.919
H -0.455 -3.081 0.032
H -4.400 0.954 0.884
C -3.448 1.711 2.664
H 6.070 -3.386 1.707
O 4.505 3.175 0.172
C -1.887 -2.590 -2.375
H 8.018 3.881 1.753
H 2.954 -0.985 -2.450
H -6.072 -3.463 1.391

---

[3]
84
Properties=species:S:1:pos:R:3 method="wB97M-V/def2-TZVPD" total_energy_ha=-2816.6608 homo_energy_ev="-13.24 / -13.28" homo_lumo_gap_ev="6.0 / 6.0" charge=+2 lumo_energy_ev="-7.2795 / -7.2581"
H 5.970 2.438 1.425
H 6.601 -1.254 2.111
H 2.177 -4.589 1.127
H 7.933 0.220 0.675
C -4.165 -0.305 1.714
C -4.364 0.880 2.344
Ir 0.330 0.710 -0.007
N 2.368 1.002 -0.020
C -1.651 -0.571 -6.019
H -0.106 -4.953 0.467
B -2.887 -1.279 -0.242
N -3.245 -0.118 0.726
C -1.447 1.776 -5.129
H -3.884 3.782 -0.029
C -2.182 3.812 2.160
H -0.863 2.098 -5.986
N 4.762 0.526 -0.082
H -3.834 -1.990 -0.285
H 1.044 -5.360 2.263
C 5.304 -0.691 0.506
H -0.095 -2.258 3.947
C 1.745 -4.540 2.123
S -1.751 1.913 -0.307
H -2.177 -3.851 -0.890
N -3.565 1.808 1.749
H 7.775 0.965 2.256
H -5.017 1.107 3.157
C 3.517 0.792 -0.033
C 0.340 0.104 -4.679
C -3.294 -0.004 -3.649
C -4.396 3.911 0.923
H 5.927 -1.173 -0.254
C 5.767 1.490 -0.506
H -1.167 2.394 -4.277
C 1.062 -3.197 2.369
H 2.542 -4.673 2.850
H 5.502 0.071 2.513
H -2.216 4.807 2.594
H 1.208 -3.302 4.514
S -0.516 -0.391 2.005
H -4.509 4.973 1.115
C -2.883 1.181 0.766
S 0.026 -0.932 -1.891
H 0.737 0.751 -3.900
H -3.854 0.324 -4.499
H 6.405 0.992 -1.243
C -3.603 3.254 2.057
N -1.704 -2.129 0.278
H 1.783 -1.184 2.782
C -0.507 -3.966 0.537
H -2.494 1.953 -5.359
H 3.044 -2.384 2.628
N -0.013 -3.011 1.379
H -4.618 -1.258 1.890
C -1.162 0.295 -4.853
H -4.278 4.553 3.617
H -1.542 -1.629 -5.791
C -4.319 3.491 3.389
C 7.222 0.678 1.362
C -0.748 -1.893 1.194
H -1.056 -0.348 -6.900
H -1.566 3.183 2.799
H 0.589 -0.931 -4.455
H -4.738 -0.488 -2.060
N -1.930 -0.097 -3.651
C -3.739 -0.401 -2.434
C 6.598 1.909 0.708
H 7.379 2.593 0.383
C 6.145 -0.339 1.732
H -3.835 2.960 4.207
C 0.430 -3.191 3.763
C -1.558 -0.551 -2.435
H -5.388 3.466 0.855
C 2.089 -2.065 2.224
N -2.656 -0.744 -1.675
H 5.280 2.347 -0.977
H -0.273 -4.012 3.875
H 0.827 0.369 -5.613
H -5.371 3.219 3.346
H 4.483 -1.356 0.767
H 2.213 -1.792 1.174
C -1.549 -3.420 -0.138
H -1.714 3.900 1.184
H -2.691 -0.374 -6.263